Version w
{
  "formula": "C4H6ClN",
  "method": "the ωB97M-V functional and the def2-TZVPD basis",
  "elements": ["C", "C", "C", "C", "N", "Cl", "H", "H", "H", "H", "H", "H"],
  "coordinates": [[-2.722, 0.575, 0.456], [-1.811, 0.163, -0.405], [2.820, -0.784, 0.430], [0.587, 0.612, -0.446], [-0.628, 0.630, -0.755], [-2.222, -1.326, -1.173], [-3.670, 0.048, 0.432], [-2.725, 1.487, 0.960], [2.674, -0.826, 1.487], [3.524, -0.121, -0.039], [1.224, 1.361, -0.983], [2.949, -1.819, 0.035]],
  "lowdin_charge": [-0.026, -0.854, 0.040, 0.088, -0.035, 0.671, 0.051, 0.042, -0.028, -0.020, 0.068, 0.002],
  "homo_lumo_gap_ev": [8.12, 7.97],
  "e_lumo_ev": [-0.018, -0.730],
  "homo_ev": [-8.1, -8.7]
}

Version x
{
  "formula": "C4H6ClN",
  "method": "the ωB97M-V functional and the def2-TZVPD basis",
  "elements": ["C", "C", "C", "C", "H", "H", "H", "H", "H", "H", "N", "Cl"],
  "coordinates": [[0.061, 1.078, 1.307], [0.066, 0.321, 0.022], [0.215, 1.193, -1.234], [1.182, -0.495, 0.027], [0.891, 1.781, 1.241], [-0.813, 1.800, 1.372], [0.116, 0.426, 2.176], [-0.606, 1.954, -1.237], [1.104, 1.812, -1.162], [0.243, 0.617, -2.160], [2.095, -1.216, 0.013], [-1.456, -0.733, -0.062]],
  "lowdin_charge": [-0.109, -0.898, -0.082, -0.313, 0.092, 0.112, 0.094, 0.101, 0.088, 0.092, 0.201, 0.622],
  "smiles": "CC(C)(Cl)C#N",
  "homo_lumo_gap_ev": 12.07,
  "e_lumo_ev": 0.688,
  "homo_ev": -11.4
}

Short version: version w is the least stable of them.

Version w
{
  "formula": "C3H8NO2",
  "method": "the ωB97M-V functional and the def2-TZVPD basis",
  "elements": ["C", "C", "C", "N", "O", "O", "H", "H", "H", "H", "H", "H", "H", "H"],
  "coordinates": [[-0.159, -1.461, -0.221], [-0.744, 0.441, -0.435], [0.439, 0.687, 0.456], [1.110, -0.686, 0.330], [-1.952, 0.727, 0.117], [1.363, 1.585, -0.033], [-0.783, -1.614, 0.599], [-0.215, -2.109, -1.036], [-0.739, 0.504, -1.563], [0.055, 0.743, 1.416], [1.275, -1.174, 1.182], [1.918, -0.525, -0.237], [-2.543, 0.430, -0.563], [0.976, 2.451, -0.013]],
  "lowdin_charge": [0.114, -0.166, -0.296, 0.143, 0.061, 0.081, 0.079, 0.081, 0.173, 0.157, 0.160, 0.172, 0.116, 0.126],
  "homo_lumo_gap_ev": 10.37,
  "e_lumo_ev": -3.528,
  "total_charge": 1,
  "homo_ev": -13.9
}

Version x
{
  "formula": "C3H8NO2",
  "method": "the ωB97M-V functional and the def2-TZVPD basis",
  "elements": ["O", "C", "C", "N", "C", "O", "H", "H", "H", "H", "H", "H", "H", "H"],
  "coordinates": [[2.403, 0.808, -1.069], [1.124, 0.475, -0.996], [0.774, -0.216, 0.288], [-0.694, -0.459, -0.009], [-1.587, -0.228, 1.199], [0.313, 0.744, -1.844], [2.790, 1.311, -1.844], [1.119, 0.380, 1.142], [1.228, -1.198, 0.233], [-1.066, 0.248, -0.779], [-0.996, -1.210, -0.573], [-1.283, 0.641, 1.677], [-1.472, -1.122, 1.857], [-2.653, -0.175, 0.718]],
  "lowdin_charge": [0.151, -0.514, 0.020, -0.017, 0.025, 0.125, 0.191, 0.168, 0.155, 0.200, 0.159, 0.071, 0.118, 0.149],
  "smiles": "C[NH2+]CC(=O)O",
  "homo_lumo_gap_ev": 12.33,
  "e_lumo_ev": -3.483,
  "total_charge": 1,
  "homo_ev": -15.8
}

Version y
{
  "formula": "C3H8NO2",
  "method": "the ωB97M-V functional and the def2-TZVPD basis",
  "elements": ["C", "C", "C", "N", "O", "O", "H", "H", "H", "H", "H", "H", "H", "H"],
  "coordinates": [[-0.978, -0.509, 0.338], [0.083, -1.449, -0.238], [0.571, 1.205, -0.541], [-0.215, 0.808, 0.642], [-0.232, -2.289, -1.245], [1.715, 1.635, 0.060], [-1.888, -0.299, -0.349], [-1.537, -0.924, 1.257], [1.068, -1.471, 0.295], [0.037, 1.876, -1.148], [-0.653, 1.648, 1.144], [0.648, 0.466, 1.251], [0.494, -2.770, -1.433], [2.031, 2.468, -0.382]],
  "lowdin_charge": [-0.104, -0.114, -0.140, 0.011, 0.112, 0.018, 0.163, 0.150, 0.144, 0.119, 0.216, 0.208, 0.061, 0.156],
  "homo_lumo_gap_ev": [7.24, 9.78],
  "e_lumo_ev": [-4.713, -3.735],
  "total_charge": 1,
  "homo_ev": [-11.9, -13.5]
}

Short version: version y is the least stable of them.

Version w
{
  "formula": "C5H9NO2S",
  "method": "the ωB97M-V functional and the def2-TZVPD basis",
  "elements": ["C", "C", "C", "C", "C", "N", "O", "O", "S", "H", "H", "H", "H", "H", "H", "H", "H", "H"],
  "coordinates": [[2.790, -0.904, 0.033], [1.752, -0.314, -0.195], [0.341, 1.900, 1.091], [-1.673, -2.261, -0.867], [0.479, 1.726, -0.438], [0.806, 0.395, -0.728], [-0.874, -1.056, 1.405], [-2.267, 0.244, -0.134], [-1.210, -0.710, 0.037], [3.449, -1.587, 0.351], [-0.018, 2.857, 1.317], [-0.082, 1.091, 1.439], [1.266, 1.845, 1.569], [-1.230, -3.145, -0.345], [-2.786, -2.325, -0.869], [-1.360, -2.089, -1.924], [-0.628, 1.929, -0.867], [1.246, 2.406, -0.877]],
  "lowdin_charge": [0.169, -0.273, -0.072, -0.139, -0.276, -0.052, -0.352, -0.340, 0.746, -0.011, 0.071, -0.021, 0.063, 0.073, 0.068, 0.067, 0.144, 0.135],
  "homo_lumo_gap_ev": [6.83, 7.43],
  "e_lumo_ev": [-1.538, -1.454],
  "homo_ev": [-8.4, -8.9]
}

Version x
{
  "formula": "C5H9NO2S",
  "method": "the ωB97M-V functional and the def2-TZVPD basis",
  "elements": ["C", "C", "C", "C", "C", "N", "O", "O", "S", "H", "H", "H", "H", "H", "H", "H", "H", "H"],
  "coordinates": [[0.522, -1.211, -0.452], [0.596, 0.634, 1.343], [-0.845, -1.670, -0.107], [0.807, 0.216, -0.065], [-0.524, 1.057, -0.152], [-0.714, 2.401, -0.395], [-2.490, -0.159, 1.358], [-2.855, 0.013, -1.013], [-1.881, -0.210, -0.012], [1.369, -1.896, -0.054], [0.737, -1.291, -1.526], [-0.082, -0.091, 1.958], [1.216, 1.484, 1.651], [-1.352, -2.372, -0.745], [-0.956, -2.052, 0.889], [1.681, 0.629, -0.652], [-1.181, 2.901, -1.187], [-1.011, 2.835, 0.400]],
  "lowdin_charge": [-0.228, 0.063, -0.234, -0.355, -0.351, 0.060, -0.375, -0.311, 0.715, 0.152, 0.119, 0.119, 0.095, 0.108, 0.094, 0.160, 0.127, 0.042],
  "homo_lumo_gap_ev": 9.74,
  "e_lumo_ev": 0.808,
  "homo_ev": -8.9
}

Short version: version w is the least stable of them.

Version w
{
  "formula": "C9H15N",
  "method": "the ωB97M-V functional and the def2-TZVPD basis",
  "elements": ["C", "C", "C", "C", "C", "N", "H", "H", "H", "H", "H", "H", "H", "H", "H", "C", "C", "C", "C", "H", "H", "H", "H", "H", "H"],
  "coordinates": [[-1.254, 0.336, 1.998], [1.548, -1.256, -0.537], [0.162, -0.009, 1.590], [0.140, -0.723, -0.359], [-0.896, -1.611, -0.341], [1.010, -0.652, 2.280], [0.594, -1.090, 3.105], [-1.225, 1.060, 2.815], [-1.791, 0.790, 1.163], [-1.790, -0.553, 2.337], [2.276, -0.534, -0.170], [1.688, -2.179, 0.021], [1.752, -1.439, -1.594], [-0.721, -2.679, -0.302], [-1.926, -1.287, -0.303], [-0.766, 0.241, -2.644], [0.878, 2.259, 0.191], [0.372, 1.680, -0.935], [-0.111, 0.553, -1.334], [-0.227, -0.561, -3.154], [-1.789, -0.102, -2.486], [0.264, 2.984, 0.723], [1.926, 2.547, 0.203], [0.676, 1.100, 1.019], [-0.791, 1.125, -3.282]],
  "lowdin_charge": [-0.077, -0.064, -0.408, -0.377, 0.040, 0.078, 0.052, 0.080, 0.072, 0.076, 0.080, 0.080, 0.085, 0.077, 0.072, -0.056, -0.040, -0.035, -0.252, 0.084, 0.077, 0.088, 0.084, 0.104, 0.079],
  "homo_lumo_gap_ev": [7.66, 7.66],
  "e_lumo_ev": [-0.029, -0.030],
  "homo_ev": [-7.7, -7.7]
}

Version x
{
  "formula": "C9H15N",
  "method": "the ωB97M-V functional and the def2-TZVPD basis",
  "elements": ["C", "C", "C", "C", "C", "C", "C", "C", "C", "H", "H", "H", "H", "H", "H", "H", "H", "H", "H", "H", "H", "H", "H", "H", "N"],
  "coordinates": [[-2.470, -1.190, 0.463], [-1.641, 1.048, -0.509], [-0.068, 1.866, -0.542], [0.876, 1.270, 0.507], [0.087, 0.126, 1.230], [-0.075, -0.592, -0.285], [1.041, -1.777, -0.453], [2.252, -0.889, -0.201], [2.186, 0.482, 0.106], [-3.457, -0.892, 0.121], [-2.221, -0.989, 1.556], [-2.429, -2.170, -0.010], [-2.142, 1.610, 0.344], [-2.238, 1.341, -1.516], [0.167, 1.778, -1.635], [-0.066, 2.872, -0.051], [1.156, 2.093, 1.204], [-0.904, 0.543, 1.546], [0.792, -0.501, 1.903], [0.280, 0.098, -0.860], [0.952, -2.738, 0.304], [1.150, -2.211, -1.526], [3.350, -1.231, -0.443], [3.216, 0.881, 0.242], [-1.534, -0.363, -0.440]],
  "lowdin_charge": [-0.035, -0.184, -0.099, -0.356, -0.071, -0.264, -0.115, -0.142, -0.048, 0.068, 0.094, 0.075, 0.107, 0.136, 0.119, 0.108, 0.123, 0.093, 0.138, -0.002, 0.148, 0.119, 0.123, 0.095, -0.228],
  "smiles": "CN1CC[C@@H]2C=CC[C@@H]1C2",
  "homo_lumo_gap_ev": 8.74,
  "e_lumo_ev": 1.078,
  "homo_ev": -7.7
}

Short version: version x is the least stable of them.

Version w
{
  "formula": "C22H24N2O4",
  "method": "the ωB97M-V functional and the def2-TZVPD basis",
  "elements": ["C", "C", "H", "H", "O", "C", "O", "C", "C", "N", "C", "C", "H", "C", "C", "C", "C", "C", "C", "H", "H", "C", "H", "H", "H", "H", "H", "C", "H", "H", "C", "O", "N", "H", "C", "C", "C", "C", "C", "O", "H", "H", "H", "H", "H", "C", "H", "H", "H", "H", "H", "H"],
  "coordinates": [[-2.312, -5.616, -1.054], [-2.876, -4.407, -0.332], [-3.674, -3.932, -0.915], [-3.293, -4.683, 0.644], [-1.824, -3.468, -0.136], [-2.135, -2.374, 0.581], [-3.244, -2.183, 1.035], [-0.993, -1.483, 0.726], [-0.957, -0.301, 1.452], [0.284, 0.238, 1.312], [1.057, -0.577, 0.508], [0.289, -1.653, 0.144], [0.584, -2.463, -0.490], [2.442, -0.304, 0.141], [2.880, 0.951, -0.279], [4.202, 1.152, -0.632], [5.123, 0.114, -0.588], [4.680, -1.143, -0.189], [3.365, -1.351, 0.169], [3.037, -2.329, 0.488], [5.380, -1.965, -0.155], [6.552, 0.328, -0.982], [6.796, 1.387, -1.005], [7.222, -0.174, -0.286], [6.732, -0.087, -1.974], [4.519, 2.134, -0.952], [2.187, 1.775, -0.358], [0.702, 1.454, 1.946], [0.361, 1.474, 2.986], [1.794, 1.506, 1.953], [0.163, 2.728, 1.277], [0.189, 3.798, 1.841], [-0.292, 2.552, 0.019], [-0.352, 1.618, -0.360], [-1.023, 3.586, -0.686], [-2.425, 3.146, -0.950], [-3.139, 3.016, -2.105], [-4.409, 2.512, -1.730], [-4.368, 2.366, -0.379], [-3.175, 2.747, 0.102], [-5.089, 2.008, 0.328], [-5.231, 2.290, -2.379], [-2.807, 3.254, -3.094], [-0.533, 3.820, -1.636], [-1.000, 4.469, -0.038], [-2.014, 0.335, 2.275], [-2.926, -0.247, 2.175], [-1.725, 0.358, 3.326], [-2.204, 1.359, 1.953], [-3.100, -6.346, -1.216], [-1.899, -5.319, -2.014], [-1.522, -6.070, -0.462]],
  "lowdin_charge": [-0.066, -0.232, 0.128, 0.126, -0.007, -0.441, 0.096, -0.079, -0.194, -0.018, -0.180, 0.046, 0.120, -0.167, -0.031, -0.036, -0.281, -0.039, -0.019, 0.115, 0.114, -0.053, 0.074, 0.079, 0.084, 0.112, 0.100, -0.027, 0.140, 0.136, -0.483, 0.073, 0.088, 0.146, -0.080, -0.267, -0.024, -0.061, -0.112, 0.037, 0.123, 0.100, 0.108, 0.133, 0.133, 0.015, 0.077, 0.093, 0.073, 0.076, 0.076, 0.076],
  "smiles": "CCOC(=O)c1cc(-c2ccc(C)cc2)n(CC(=O)NCc2ccco2)c1C",
  "homo_lumo_gap_ev": 8.65,
  "e_lumo_ev": 0.695,
  "homo_ev": -8.0
}

Version x
{
  "formula": "C22H24N2O4",
  "method": "the ωB97M-V functional and the def2-TZVPD basis",
  "elements": ["C", "C", "C", "C", "C", "C", "C", "N", "C", "O", "C", "H", "H", "O", "C", "O", "C", "C", "C", "O", "N", "C", "H", "H", "C", "C", "C", "C", "C", "C", "C", "H", "H", "H", "H", "H", "H", "H", "H", "H", "H", "H", "C", "H", "H", "H", "H", "H", "H", "H", "H", "H"],
  "coordinates": [[-0.310, -0.904, 0.345], [-1.722, -1.403, 0.398], [-2.009, -2.684, 0.841], [-3.317, -3.128, 0.912], [-4.351, -2.296, 0.526], [-4.103, -1.010, 0.063], [-2.779, -0.571, 0.016], [-2.456, 0.725, -0.461], [-2.874, 1.886, 0.074], [-3.672, 2.008, 0.975], [-2.221, 3.117, -0.597], [-2.260, 3.019, -1.687], [-2.744, 4.015, -0.267], [-0.866, 3.291, -0.176], [0.085, 2.599, -0.788], [-0.117, 1.811, -1.682], [1.456, 2.944, -0.236], [1.526, 2.787, 1.291], [2.588, 1.724, 1.544], [2.918, 1.286, 2.622], [3.120, 1.371, 0.359], [2.539, 2.007, -0.796], [2.091, 1.264, -1.467], [3.309, 2.555, -1.352], [4.153, 0.367, 0.224], [3.568, -0.978, -0.124], [3.384, -1.357, -1.448], [2.805, -2.576, -1.753], [2.409, -3.430, -0.738], [2.591, -3.059, 0.584], [3.163, -1.837, 0.890], [3.294, -1.537, 1.919], [2.288, -3.724, 1.379], [1.960, -4.383, -0.977], [2.665, -2.861, -2.785], [3.704, -0.699, -2.244], [4.859, 0.696, -0.545], [4.662, 0.314, 1.190], [0.579, 2.471, 1.728], [1.820, 3.709, 1.791], [1.647, 3.982, -0.521], [-1.691, 0.764, -1.129], [-5.228, -0.133, -0.386], [-6.144, -0.709, -0.488], [-5.390, 0.663, 0.340], [-4.993, 0.335, -1.341], [-5.371, -2.648, 0.575], [-3.530, -4.126, 1.265], [-1.199, -3.333, 1.141], [0.375, -1.653, 0.732], [-0.011, -0.669, -0.677], [-0.201, 0.000, 0.944]],
  "lowdin_charge": [-0.016, -0.192, -0.046, -0.079, -0.047, -0.198, -0.143, 0.146, -0.443, 0.087, -0.036, 0.136, 0.139, 0.037, -0.453, 0.094, -0.147, -0.010, -0.459, 0.072, -0.039, -0.084, 0.118, 0.134, -0.088, -0.204, -0.049, -0.081, -0.091, -0.098, -0.041, 0.117, 0.106, 0.103, 0.103, 0.111, 0.131, 0.131, 0.127, 0.133, 0.158, 0.116, -0.037, 0.077, 0.074, 0.086, 0.108, 0.101, 0.106, 0.059, 0.085, 0.088],
  "smiles": "Cc1cccc(C)c1NC(=O)COC(=O)[C@H]1CC(=O)N(Cc2ccccc2)C1",
  "homo_lumo_gap_ev": 9.32,
  "e_lumo_ev": 0.539,
  "homo_ev": -8.8
}

Short version: version w is the least stable of them.